[1]
A single C2H8O5Si molecule. Source: OMol25; level of theory: ωB97M-V with the def2-TZVPD basis set.

Last column: Mulliken charge in e.
Positions of all 16 atoms, in Å:
Si -0.135 -1.267 0.125  0.61
O 1.075 1.027 1.399  -0.45
O -3.160 -0.469 0.047  -0.41
O -1.640 1.164 -0.349  -0.51
O 0.776 1.008 -0.865  -0.45
O 2.468 -0.213 0.055  -0.54
C -1.873 -0.033 0.038  0.37
C 1.177 0.220 0.258  0.22
H -0.325 -1.033 -1.309  -0.15
H 1.516 1.583 -1.048  0.31
H -0.556 1.383 -0.309  0.54
H 1.933 1.440 1.383  0.32
H 2.340 -0.910 -0.590  0.34
H -0.480 -1.418 1.569  -0.21
H 0.712 -2.575 -0.081  -0.32
H -3.828 0.095 -0.323  0.32

Cartesian forces (eV/Å) of the 6 atoms listed first:
Si 0.6 -0.2 1.3
O 0.3 -0.9 -0.8
O 2.6 -0.2 0.4
O 0.3 0.5 0.5
O 0.2 0.6 -0.2
O 0.3 0.6 0.2

Summary:
HOMO	-8.22	eV
spin multiplicity	1
total energy	-20315.179	eV

[2]
A molecular structure, C40H62N6O2Se2Ti. Source: OMol25; level of theory: ωB97M-V with the def2-TZVPD basis set.

Last column: Mulliken charge in e.
Positions of all 113 atoms, in Å:
Se -0.571 -0.093 -2.366  0.15
Se -1.523 -0.798 3.554  0.05
Ti -0.078 0.191 0.558  0.46
O 2.261 -0.530 -1.740  -0.98
O -1.116 1.574 -0.040  0.39
N -2.705 -2.130 3.666  -0.90
N 0.213 1.502 2.381  -0.20
N 2.022 -0.518 1.865  1.08
N 1.689 1.291 -0.262  0.32
N -1.570 -0.710 1.703  0.28
N 0.386 -1.995 0.125  -0.56
C 1.935 -0.055 3.259  -0.87
C 5.032 0.687 -2.117  -1.32
C 1.268 1.316 3.400  -1.07
C -1.589 1.527 -2.350  0.11
C 1.690 1.491 -7.046  2.27
C -4.302 4.198 0.491  -1.76
C 3.305 0.088 -3.814  -0.12
C 0.927 0.292 -3.509  1.05
C 3.190 0.070 1.164  -0.78
C 4.710 -0.246 -3.297  2.49
C 3.020 1.917 -7.675  -2.22
C -2.240 5.568 0.072  -1.77
C -2.163 3.591 1.552  -2.00
C 2.105 -1.994 1.843  -1.27
C -4.375 -3.667 0.788  -0.48
C 2.176 -0.093 -2.965  -0.70
C -3.757 3.645 -4.654  2.27
C 1.728 -2.518 0.481  0.08
C 1.085 0.366 -7.902  -1.65
C 3.111 0.627 -5.085  -0.44
C -2.242 1.990 -3.474  -1.02
C -2.783 3.806 -5.827  -1.83
C 0.763 0.792 -4.789  -0.53
C -2.895 -1.912 0.013  -0.10
C 4.804 -1.707 -2.830  -1.52
C -4.448 4.987 -4.414  -2.15
C -1.712 2.159 -1.101  0.33
C 1.868 0.988 -5.609  -0.41
C -3.814 -2.909 -0.253  -1.03
C 2.893 1.431 0.564  -1.21
C -4.028 -3.426 2.096  -0.72
C -2.487 3.318 -1.007  -0.43
C -2.499 -1.656 1.337  0.51
C -3.085 -2.417 2.403  0.34
C 5.793 -0.053 -4.365  -2.37
C 0.744 2.696 -7.076  -1.47
C -3.005 3.154 -3.416  -0.30
C -4.823 2.605 -5.028  -1.70
C -3.087 3.782 -2.184  -0.31
C -2.781 4.141 0.264  2.31
H 0.098 0.078 -7.528  0.29
H -0.230 1.028 -5.151  -0.12
H 4.741 -2.385 -3.687  0.42
H 2.831 2.340 -8.665  0.45
H -4.112 -3.096 -1.278  0.43
H 3.758 1.751 -0.021  0.62
H 3.106 -2.345 2.121  0.34
H 5.767 -1.876 -2.336  0.47
H 0.978 0.682 -8.945  0.45
H -1.077 3.698 1.530  0.37
H -5.503 2.431 -4.190  0.37
H -4.942 5.306 -5.335  0.45
H 4.047 0.123 1.843  0.28
H -0.332 -2.557 0.571  0.27
H 0.836 1.383 4.397  0.54
H 3.980 0.769 -5.710  0.42
H -2.385 6.151 0.986  0.44
H 1.499 2.125 -0.804  0.29
H -2.329 2.851 -6.098  0.33
H 2.928 -0.031 3.721  0.28
H -4.467 -3.988 2.911  0.43
H 1.997 2.118 3.324  0.38
H 0.656 3.083 -8.096  0.51
H 5.575 -0.626 -5.269  0.46
H -4.521 4.784 1.388  0.47
H -3.732 5.764 -4.131  0.38
H -0.704 1.613 2.801  0.49
H -4.829 4.659 -0.345  0.33
H 3.456 -0.587 0.335  0.28
H -2.420 2.546 1.716  0.26
H 0.266 -2.114 -0.875  0.17
H -2.535 4.179 2.395  0.55
H -5.411 2.951 -5.883  0.43
H 3.999 -1.950 -2.139  -0.06
H 6.747 -0.408 -3.967  0.46
H 4.418 0.422 -1.253  -0.01
H -1.172 5.546 -0.157  0.34
H 1.402 -2.368 2.588  0.62
H -2.499 -1.312 -0.794  0.60
H -4.368 1.648 -5.295  0.31
H 1.724 -0.519 -7.874  0.36
H 3.524 2.677 -7.071  0.41
H 2.413 -2.177 -0.287  -0.60
H 1.116 3.499 -6.434  0.37
H 0.363 2.349 1.846  0.10
H -2.745 6.091 -0.743  0.36
H -2.178 1.416 -4.390  0.82
H 1.899 0.548 -0.969  -0.31
H -1.978 4.501 -5.575  0.33
H 1.339 -0.779 3.805  0.46
H 2.741 2.185 1.337  0.41
H -3.307 4.188 -6.707  0.50
H -3.676 4.686 -2.113  0.18
H -5.099 -4.440 0.558  0.37
H 6.087 0.604 -1.834  0.49
H -5.212 4.917 -3.636  0.41
H 4.827 1.728 -2.382  0.37
H 5.922 0.998 -4.642  0.41
H 3.701 1.073 -7.807  0.40
H -0.260 2.432 -6.739  0.09
H -4.706 3.193 0.631  0.37
H 1.747 -3.607 0.491  0.64

Cartesian forces (eV/Å) of the 6 atoms listed first:
Se -0.4 -0.1 -0.2
Se 0.0 0.1 -0.1
Ti 0.9 -0.2 0.3
O 0.4 -1.4 -0.9
O -0.7 1.1 -0.5
N -0.1 0.0 -0.1

Summary:
HOMO (spin up / spin down)	-5.94 / -7.08	eV
spin multiplicity	3
total energy	-209333.110	eV

[3]
A molecular structure, C42H40F3MgN10PS. Source: OMol25; level of theory: ωB97M-V with the def2-TZVPD basis set.

Last column: Mulliken charge in e.
Positions of all 98 atoms, in Å:
S 4.905 2.836 -6.483  -0.31
P -0.521 2.714 0.984  0.99
Mg 0.627 -0.462 -1.139  5.01
F -3.270 -4.061 6.793  -0.24
F -2.523 -2.276 7.773  -0.26
F -4.518 -2.291 6.910  -0.26
N 2.413 0.634 -2.367  0.05
N -0.575 0.972 -2.319  0.62
N -3.023 3.978 1.177  0.12
N 1.708 -2.242 -1.861  -0.04
N 2.307 -0.731 0.300  0.41
N -1.382 -1.530 -1.959  0.56
N -2.277 2.778 3.154  0.21
N -1.254 4.894 2.584  0.20
N 6.622 2.307 -4.554  -0.35
N -2.219 -0.780 -2.490  -1.00
C -1.679 4.005 3.663  -0.94
C -0.617 -0.558 0.679  -1.33
C -0.136 4.332 1.816  -1.29
C -1.526 -4.829 -0.328  -1.20
C -1.321 -2.041 5.289  -0.85
C 3.285 0.939 -4.578  -0.80
C -2.044 2.467 -4.165  -0.55
C 4.449 -1.257 1.969  -0.81
C -1.639 -1.404 2.980  0.85
C 3.057 -1.820 0.106  0.63
C -2.110 3.278 0.208  -1.24
C 2.841 -4.732 -2.299  -0.71
C 2.592 0.073 1.319  -0.29
C -1.313 1.917 2.463  -0.67
C -1.704 0.512 -2.853  -0.48
C -1.887 -2.824 -1.589  -0.10
C -0.181 2.190 -2.700  -0.56
C 4.369 1.660 -4.082  0.78
C 1.889 -4.236 -3.171  -1.05
C 1.346 -2.994 -2.899  -0.46
C -1.104 -3.566 -0.713  0.71
C 4.452 1.839 -2.707  -0.79
C 5.367 2.260 -5.032  -0.11
C 3.655 -0.142 2.178  -1.04
C -0.800 -1.627 4.077  -0.41
C -3.485 -4.591 -1.714  -0.66
C 2.354 0.446 -3.691  -0.58
C 3.454 1.317 -1.897  -0.60
C -0.873 2.968 -3.615  -1.04
C -3.408 3.062 2.358  -0.84
C 2.658 -2.706 -1.034  0.69
C -3.082 -3.324 -2.096  -0.49
C -2.357 5.239 1.767  -0.75
C -3.254 -2.715 6.731  0.88
C 4.144 -2.112 0.922  -1.15
C -3.011 -1.615 3.126  -0.35
C -2.480 1.217 -3.759  -0.56
C 3.230 -3.958 -1.218  -1.14
C -2.712 -5.340 -0.835  -0.57
C -3.534 -2.028 4.338  -0.81
C -1.084 -0.951 1.736  0.07
C -2.690 -2.235 5.420  0.22
H -3.137 5.734 2.346  0.37
H 3.275 -5.711 -2.454  0.47
H 4.753 -2.985 0.749  0.47
H 3.181 0.787 -5.642  0.44
H -1.798 0.999 2.134  -0.14
H -2.407 4.526 4.288  0.31
H -0.937 -5.406 0.371  0.48
H -4.597 -2.191 4.448  0.44
H 3.493 1.466 -0.825  0.49
H 0.266 -1.475 3.965  0.55
H 0.570 -2.584 -3.535  0.43
H -4.164 3.614 2.918  0.36
H 0.175 5.064 1.066  0.44
H 1.555 -4.796 -4.032  0.50
H 5.249 2.412 -2.253  0.48
H -0.669 -2.211 6.136  0.44
H -3.387 0.766 -4.134  0.60
H 0.713 4.192 2.487  0.42
H -3.874 4.258 0.689  0.34
H 1.503 -0.117 -4.062  0.32
H -0.814 3.753 4.274  0.39
H -3.837 2.159 1.923  0.38
H -3.662 -1.465 2.274  0.60
H 7.345 2.698 -5.136  0.23
H 5.292 -1.465 2.614  0.46
H -0.534 1.613 3.166  0.50
H 3.849 0.546 2.988  0.52
H -1.914 3.971 -0.612  0.48
H -4.406 -5.001 -2.106  0.42
H -0.209 -3.133 -0.292  0.23
H 3.962 -4.339 -0.524  0.43
H -3.039 -6.329 -0.543  0.45
H -2.605 3.035 -4.895  0.47
H -0.484 3.938 -3.893  0.53
H 6.897 1.818 -3.720  0.20
H -2.063 5.861 0.921  0.37
H -2.651 2.418 -0.194  0.54
H 1.920 0.915 1.449  0.28
H -3.675 -2.740 -2.783  0.50
H 0.734 2.550 -2.246  0.48

Cartesian forces (eV/Å) of the 6 atoms listed first:
S -0.1 0.1 -0.2
P 0.2 -0.1 0.1
Mg 0.0 0.0 0.5
F 0.0 0.2 0.0
F -0.1 -0.1 -0.1
F 0.2 -0.1 0.0

Summary:
HOMO	-12.32	eV
spin multiplicity	1
total energy	-92814.265	eV
net charge	+2

[4]
2 unconnected molecules or ions with the total composition ClH2NO3S. Source: OMol25; level of theory: ωB97M-V with the def2-TZVPD basis set.

Last column: Mulliken charge in e.
Positions of all 8 atoms, in Å:
Cl 1.798 -1.343 -0.017  -0.27
S 0.143 0.057 -0.242  0.74
O -0.331 0.852 0.869  -0.52
O 1.108 1.072 -0.978  -0.40
O -1.755 3.697 -0.616  -0.24
N -0.995 3.492 0.292  -0.12
H -0.727 2.555 0.508  0.43
H 1.796 0.769 -1.499  0.37

Cartesian forces (eV/Å) of the 6 atoms listed first:
Cl -0.4 0.1 0.6
S 0.0 -0.2 -0.3
O 0.8 -1.3 0.0
O -2.5 2.3 1.4
O 0.2 -1.3 0.1
N 0.1 3.8 0.5

Summary:
HOMO (spin up / spin down)	-8.81 / -8.81	eV
spin multiplicity	1
total energy	-31018.763	eV

Q: What is the formula in the fourth record?
A: ClH2NO3S